(1)
{
  "formula": "C36H53N4O2P2SZr",
  "method": "wB97M-V/def2-TZVPD",
  "symbols": ["Zr", "N", "C", "S", "N", "N", "C", "C", "C", "C", "C", "C", "C", "O", "H", "H", "H", "H", "H", "H", "H", "C", "C", "C", "P", "C", "C", "C", "C", "C", "C", "C", "C", "C", "C", "N", "C", "C", "C", "C", "C", "C", "C", "P", "C", "C", "C", "C", "C", "C", "H", "H", "H", "H", "H", "H", "H", "H", "H", "H", "H", "H", "H", "H", "H", "H", "H", "H", "H", "H", "H", "H", "H", "H", "H", "H", "H", "H", "H", "H", "H", "H", "H", "H", "H", "H", "H", "H", "H", "H", "C", "C", "O", "H", "H", "H", "H", "H", "H"],
  "coordinates": [[-0.0538, -0.0003, -0.3356], [-1.3369, -1.5085, -4.5056], [-1.1892, -0.8771, -3.3134], [-0.6484, -1.8908, -1.9892], [-1.4687, 0.3945, -3.2809], [-1.2981, 0.9505, -2.0160], [-1.6248, 2.1985, -1.9691], [-1.6928, 3.0181, -0.7774], [-2.0029, 4.3765, -0.9330], [-2.2332, 5.1828, 0.1610], [-2.2022, 4.6193, 1.4360], [-1.9085, 3.2798, 1.6150], [-1.6094, 2.4789, 0.5148], [-1.2702, 1.1923, 0.6922], [-1.3508, -2.5127, -4.5231], [-1.8301, -1.0154, -5.2325], [-1.9437, 2.6522, -2.9086], [-2.0754, 4.7812, -1.9344], [-2.4662, 6.2296, 0.0309], [-2.4157, 5.2326, 2.3010], [-1.8889, 2.8394, 2.6013], [3.4344, 4.3475, -0.1324], [2.1430, 3.6028, -0.4881], [1.8788, 3.6555, -1.9914], [1.9275, 1.9114, 0.1994], [2.2158, 2.0197, 2.0255], [1.4237, 3.1591, 2.6651], [3.6847, 2.0684, 2.4458], [3.2108, 0.7555, -0.3701], [4.3788, 1.0422, -1.0726], [5.2545, 0.0368, -1.4616], [6.5083, 0.3541, -2.2251], [4.9305, -1.2836, -1.1393], [3.7604, -1.5904, -0.4706], [2.8923, -0.5729, -0.0797], [1.6577, -0.8459, 0.5952], [1.7868, -1.4727, 1.8652], [3.0234, -1.6061, 2.5009], [3.1171, -2.1358, 3.7771], [1.9952, -2.5482, 4.4862], [2.0890, -3.0930, 5.8822], [0.7712, -2.4175, 3.8470], [0.6439, -1.8984, 2.5601], [-0.9622, -1.6870, 1.7626], [-1.7434, -3.3639, 1.6685], [-1.2654, -4.1928, 0.4814], [-1.5940, -4.1989, 2.9426], [-2.0044, -0.6702, 2.9136], [-2.9125, -1.4219, 3.8872], [-1.1544, 0.3344, 3.6904], [3.4234, 5.3238, -0.6202], [4.3326, 3.8310, -0.4626], [3.5313, 4.5207, 0.9365], [1.3136, 4.1358, -0.0012], [2.6291, 3.1046, -2.5588], [1.9030, 4.6942, -2.3226], [0.8973, 3.2533, -2.2463], [1.8003, 1.0760, 2.3952], [1.8838, 4.1288, 2.4724], [1.4039, 3.0219, 3.7477], [0.3925, 3.2067, 2.3182], [4.1799, 2.9750, 2.1001], [4.2522, 1.2169, 2.0764], [3.7404, 2.0583, 3.5360], [4.6243, 2.0635, -1.3298], [6.7202, 1.4223, -2.2126], [6.4230, 0.0436, -3.2680], [7.3684, -0.1644, -1.8028], [5.6002, -2.0825, -1.4319], [3.5099, -2.6182, -0.2407], [3.9284, -1.2878, 2.0064], [4.0964, -2.2228, 4.2316], [3.1226, -3.2972, 6.1563], [1.5279, -4.0221, 5.9852], [1.6883, -2.3867, 6.6115], [-0.1223, -2.7232, 4.3792], [-2.8062, -3.1302, 1.5274], [-0.1745, -4.2638, 0.4539], [-1.6060, -3.7950, -0.4662], [-1.6514, -5.2071, 0.5844], [-0.5531, -4.4773, 3.1069], [-2.1635, -5.1199, 2.8103], [-1.9666, -3.7125, 3.8406], [-2.6401, -0.1106, 2.2200], [-2.3425, -1.9107, 4.6777], [-3.5451, -2.1673, 3.4081], [-3.5745, -0.7022, 4.3727], [-0.6053, -0.1612, 4.4910], [-1.8105, 1.0760, 4.1495], [-0.4308, 0.8631, 3.0688], [2.7677, 0.5346, -4.3667], [2.0769, -0.3166, -3.3281], [1.2840, 0.5050, -2.4387], [3.3566, -0.0954, -5.0330], [3.4349, 1.2584, -3.9022], [2.0427, 1.0685, -4.9855], [2.7881, -0.8335, -2.6880], [1.4217, -1.0601, -3.7877], [0.7442, 1.0850, -2.9878]],
  "forces_ev_per_angstrom": [[0.394, -0.422, -0.326], [0.053, 0.091, -0.003], [-0.263, -0.237, -0.078], [-0.268, 0.168, 0.040], [0.221, -0.102, 0.252], [-0.173, 0.460, -0.350], [-0.171, -0.029, 0.034], [-0.050, 0.054, -0.181], [-0.020, 0.023, 0.075], [0.018, -0.051, -0.040], [-0.002, -0.064, 0.018], [-0.072, 0.138, -0.059], [-0.041, -0.356, 0.038], [-0.136, 0.380, 0.058], [0.021, 0.016, 0.018], [0.005, -0.008, -0.001], [-0.017, 0.006, 0.069], [-0.003, 0.026, -0.037], [-0.004, 0.017, -0.003], [-0.006, 0.025, 0.016], [-0.007, -0.020, 0.016], [-0.041, 0.069, 0.035], [0.055, 0.160, 0.047], [-0.016, -0.049, -0.062], [-0.164, -0.114, -0.009], [0.066, 0.005, 0.068], [-0.023, 0.040, 0.000], [0.023, 0.004, 0.039], [0.092, 0.036, 0.013], [-0.015, -0.012, -0.027], [-0.045, -0.066, 0.013], [0.051, 0.037, -0.022], [-0.012, 0.042, -0.004], [0.027, 0.038, -0.033], [-0.216, -0.051, 0.109], [0.358, -0.344, 0.321], [-0.036, 0.271, -0.307], [0.017, -0.035, 0.133], [0.003, -0.011, -0.035], [-0.002, 0.043, -0.094], [0.024, -0.030, 0.080], [-0.019, 0.012, 0.105], [0.000, -0.123, 0.094], [0.303, 0.151, -0.186], [-0.223, 0.031, 0.155], [0.183, 0.026, -0.006], [-0.061, -0.143, 0.007], [-0.156, -0.027, 0.077], [-0.069, 0.072, 0.053], [0.080, 0.049, 0.022], [-0.005, 0.014, 0.004], [0.002, -0.027, -0.029], [-0.044, 0.011, 0.006], [0.024, -0.044, -0.010], [0.034, -0.019, 0.006], [0.005, 0.016, -0.020], [-0.006, -0.013, 0.030], [0.021, 0.018, -0.036], [0.031, 0.029, -0.042], [0.014, 0.003, 0.011], [0.055, -0.037, -0.010], [-0.003, -0.025, 0.028], [-0.012, -0.051, -0.035], [0.010, -0.011, 0.016], [-0.007, 0.014, 0.006], [-0.003, 0.008, -0.002], [-0.014, -0.014, -0.016], [0.012, -0.017, 0.012], [0.028, -0.018, -0.013], [-0.016, -0.015, 0.007], [0.015, 0.022, 0.000], [0.023, 0.004, 0.027], [0.017, 0.001, -0.004], [-0.018, -0.010, -0.007], [-0.010, 0.014, -0.001], [0.089, 0.080, 0.010], [0.044, -0.040, -0.035], [0.005, 0.021, 0.026], [-0.030, 0.061, -0.098], [-0.014, -0.024, -0.034], [-0.036, -0.052, -0.072], [-0.011, -0.023, 0.012], [0.043, -0.070, -0.087], [0.022, -0.032, 0.028], [0.003, 0.050, 0.010], [0.005, 0.022, -0.033], [0.003, 0.025, -0.004], [0.018, -0.015, 0.009], [-0.011, 0.016, 0.028], [-0.043, -0.036, -0.039], [-0.038, -0.011, -0.027], [-0.024, -0.116, 0.044], [0.176, 0.085, 0.291], [0.013, -0.034, 0.008], [0.041, 0.030, 0.038], [-0.028, 0.017, 0.002], [-0.019, 0.026, -0.055], [0.072, 0.026, -0.011], [-0.097, -0.049, -0.084]],
  "lumo_ev": -2.670,
  "spin_multiplicity": 1,
  "e_homo_ev": -9.95,
  "total_charge": 1
}


(2)
{
  "formula": "C2H7ClO2Si",
  "method": "wB97M-V/def2-TZVPD",
  "symbols": ["C", "C", "O", "O", "Si", "Cl", "H", "H", "H", "H", "H", "H", "H"],
  "coordinates": [[-1.6711, -0.8217, -0.8316], [2.4357, -0.8387, 0.9120], [-0.2267, 1.8456, -0.8696], [-1.7114, 1.1858, 1.1703], [-0.7602, 0.5967, 0.0107], [3.4383, 0.1152, -0.1337], [-1.6438, -1.7246, -0.2332], [-2.7148, -0.5493, -0.9758], [-1.2389, -1.0458, -1.8025], [2.4149, -1.8731, 0.6083], [2.6455, -0.6432, 1.9499], [0.5269, 1.7647, -1.4484], [-1.4945, 1.9886, 1.6437]],
  "forces_ev_per_angstrom": [[-0.026, 0.557, -0.014], [0.069, 0.224, -0.284], [-0.242, 0.687, -0.453], [-0.794, 0.134, 0.496], [1.146, -1.713, 0.277], [-0.093, 0.036, -0.025], [0.108, -0.065, 0.209], [-0.183, 0.077, -0.053], [0.133, 0.015, -0.103], [-0.289, -0.069, -0.082], [-0.254, 0.134, 0.170], [0.300, -0.117, -0.136], [0.125, 0.100, -0.002]],
  "lumo_ev": [0.014, -0.078],
  "spin_multiplicity": 1,
  "e_homo_ev": [-8.43, -6.71],
  "total_charge": 0
}


(3)
{
  "formula": "C50H51N6O2P2PdS5",
  "method": "wB97M-V/def2-TZVPD",
  "symbols": ["Pd", "C", "S", "C", "C", "C", "N", "P", "C", "C", "C", "C", "C", "C", "C", "C", "C", "C", "C", "C", "P", "C", "C", "C", "C", "C", "C", "C", "C", "C", "C", "C", "C", "H", "H", "H", "H", "H", "H", "H", "H", "H", "H", "H", "H", "H", "H", "H", "H", "H", "H", "H", "H", "H", "H", "H", "H", "H", "H", "H", "H", "H", "C", "C", "C", "C", "C", "C", "C", "S", "O", "O", "N", "C", "C", "C", "C", "C", "N", "H", "H", "H", "H", "H", "H", "H", "H", "H", "H", "H", "S", "C", "N", "C", "C", "S", "H", "H", "H", "H", "H", "N", "C", "N", "C", "C", "C", "C", "C", "C", "S", "H", "H", "H", "H", "H", "H"],
  "coordinates": [[0.2069, 0.0212, -0.5669], [-4.7699, -3.8018, 5.1182], [-4.9253, -3.0704, 3.4883], [-3.4700, -2.0157, 3.4400], [-3.5486, -1.1361, 2.1997], [-2.2515, -0.4158, 1.8775], [-1.0321, -1.2961, 1.7109], [0.4534, -0.5434, 2.2189], [1.5638, -1.8062, 2.8443], [2.9018, -1.4386, 2.9872], [3.7912, -2.3283, 3.5657], [3.3465, -3.5729, 3.9959], [2.0095, -3.9306, 3.8589], [1.1112, -3.0491, 3.2816], [0.1812, 0.4547, 3.6860], [-0.6685, -0.0389, 4.6834], [-0.6919, 0.5711, 5.9228], [0.1498, 1.6493, 6.1822], [1.0218, 2.1068, 5.2074], [1.0464, 1.5099, 3.9547], [-0.6704, -1.9446, 0.1629], [-2.1582, -2.6625, -0.5084], [-2.4918, -2.4220, -1.8381], [-3.5550, -3.0958, -2.4198], [-4.2822, -4.0118, -1.6743], [-3.9511, -4.2601, -0.3442], [-2.8888, -3.5958, 0.2395], [0.5863, -3.2306, 0.2800], [1.9480, -2.9075, 0.2942], [2.8971, -3.9060, 0.3965], [2.5044, -5.2365, 0.4781], [1.1588, -5.5690, 0.4398], [0.1992, -4.5731, 0.3317], [-5.6010, -4.4931, 5.2365], [-4.8344, -3.0311, 5.8859], [-3.8315, -4.3489, 5.2073], [-2.5720, -2.6487, 3.4130], [-3.4257, -1.4119, 4.3505], [-4.3034, -0.3594, 2.3483], [-3.8920, -1.7223, 1.3510], [-2.0116, 0.2648, 2.6916], [-2.3599, 0.2270, 1.0048], [3.2482, -0.4663, 2.6484], [4.8303, -2.0514, 3.6883], [4.0436, -4.2657, 4.4492], [1.6685, -4.8969, 4.2072], [0.0693, -3.3286, 3.1670], [-1.2924, -0.9067, 4.4995], [-1.3548, 0.2008, 6.6940], [0.1325, 2.1217, 7.1557], [1.6856, 2.9348, 5.4190], [1.7287, 1.8688, 3.1995], [-1.9279, -1.6930, -2.4066], [-3.8175, -2.9041, -3.4523], [-5.1121, -4.5391, -2.1274], [-4.5203, -4.9745, 0.2365], [-2.6292, -3.8039, 1.2719], [2.2721, -1.8747, 0.2242], [3.9482, -3.6475, 0.4121], [3.2516, -6.0165, 0.5572], [0.8517, -6.6054, 0.4828], [-0.8406, -4.8576, 0.2777], [-0.3592, 7.8677, -2.9839], [-0.2466, 6.6222, -2.1574], [-1.1075, 5.5424, -2.3547], [-1.0166, 4.4042, -1.5748], [-0.0500, 4.3386, -0.5828], [0.8069, 5.4099, -0.3463], [0.7080, 6.5359, -1.1392], [0.0642, 2.9200, 0.4279], [0.5118, 3.3000, 1.7315], [-1.1548, 2.1284, 0.3142], [1.1653, 1.8892, -0.2988], [2.5094, 1.8392, 0.0412], [3.2304, 2.8289, 0.7231], [4.5826, 2.6270, 0.9325], [5.1823, 1.4560, 0.4914], [4.3882, 0.5274, -0.1661], [3.0936, 0.7089, -0.3996], [-1.0644, 7.7441, -3.8041], [0.6102, 8.1499, -3.3965], [-0.7010, 8.7005, -2.3663], [-1.8748, 5.6059, -3.1177], [-1.7167, 3.5907, -1.6997], [1.5190, 5.3801, 0.4675], [1.3688, 7.3745, -0.9568], [2.7489, 3.7254, 1.0792], [5.1655, 3.3838, 1.4414], [6.2365, 1.2671, 0.6416], [4.8167, -0.4005, -0.5312], [1.1444, -1.4693, -2.2039], [0.7478, -1.1226, -3.8562], [1.7379, -1.0362, -4.7047], [1.4363, -0.8622, -6.1272], [-0.0950, -0.8431, -6.2659], [-0.7945, -1.0836, -4.5961], [2.6930, -1.0396, -4.3697], [1.8888, -1.6715, -6.6955], [1.8695, 0.0821, -6.4526], [-0.4608, -1.6467, -6.8984], [-0.4556, 0.1065, -6.6507], [-3.1486, 0.6658, -1.7473], [-2.1847, 1.1797, -2.5314], [-0.9001, 1.0259, -2.3397], [-0.1589, 1.7103, -3.3229], [1.2292, 1.8008, -3.4217], [1.7813, 2.5097, -4.4771], [0.9801, 3.1223, -5.4401], [-0.3986, 3.0341, -5.3615], [-0.9464, 2.3280, -4.2998], [-2.6348, 2.0810, -3.9508], [-2.9003, 0.3539, -0.8262], [-4.1037, 0.9519, -1.8828], [1.8661, 1.3393, -2.6832], [2.8584, 2.6027, -4.5464], [1.4362, 3.6772, -6.2501], [-1.0297, 3.5113, -6.1008]],
  "forces_ev_per_angstrom": [[0.492, 0.590, 0.000], [0.195, 0.082, 0.116], [-0.295, -0.041, -0.335], [0.152, -0.146, 0.142], [0.029, -0.026, 0.082], [-0.121, 0.034, 0.046], [0.258, 0.057, 0.072], [-0.260, -0.235, -0.715], [0.114, 0.122, 0.013], [-0.007, 0.001, 0.049], [0.028, 0.010, -0.006], [-0.006, 0.000, -0.001], [0.019, 0.044, 0.018], [-0.129, 0.003, 0.027], [0.147, 0.218, -0.018], [-0.107, -0.162, -0.104], [0.064, 0.040, -0.002], [-0.014, -0.024, 0.007], [0.025, 0.027, -0.039], [-0.022, 0.021, 0.010], [-0.216, -0.567, 0.240], [0.121, 0.072, -0.179], [0.026, 0.092, -0.035], [0.038, 0.046, -0.017], [0.005, -0.013, 0.034], [-0.003, -0.020, -0.033], [0.049, 0.007, 0.155], [-0.048, -0.027, -0.097], [-0.009, -0.021, -0.151], [0.044, 0.027, -0.022], [0.015, -0.031, -0.001], [-0.003, 0.040, 0.003], [-0.034, 0.036, 0.008], [0.007, 0.002, 0.003], [-0.013, -0.075, 0.016], [-0.057, -0.029, 0.057], [-0.009, 0.103, 0.007], [-0.033, 0.026, -0.055], [0.026, 0.004, 0.036], [-0.019, -0.018, -0.051], [-0.047, 0.027, -0.076], [0.002, -0.019, -0.027], [0.005, -0.020, 0.020], [-0.017, -0.005, -0.002], [-0.009, 0.014, -0.005], [-0.006, 0.019, -0.003], [0.056, 0.029, 0.030], [0.040, 0.060, 0.028], [0.011, -0.008, -0.029], [-0.006, -0.002, -0.023], [-0.013, -0.023, -0.012], [0.017, 0.049, -0.027], [-0.082, -0.093, 0.068], [0.009, -0.004, 0.019], [0.017, 0.018, 0.015], [0.020, 0.042, 0.005], [-0.083, 0.037, -0.002], [0.007, 0.003, -0.001], [-0.023, -0.008, -0.001], [-0.024, 0.024, -0.003], [-0.008, 0.017, -0.001], [-0.005, -0.002, -0.005], [-0.004, -0.005, -0.023], [0.009, -0.013, 0.016], [-0.025, 0.011, -0.015], [-0.073, -0.057, -0.069], [0.054, -0.130, -0.001], [0.116, 0.051, 0.036], [-0.007, -0.013, -0.002], [-0.487, -0.141, 0.167], [0.093, 0.064, -0.056], [0.191, 0.198, 0.076], [-0.564, -0.306, 0.212], [0.464, -0.304, -0.063], [-0.158, 0.052, 0.019], [0.052, 0.006, -0.028], [0.036, 0.051, 0.044], [-0.087, -0.025, -0.016], [-0.046, 0.104, -0.061], [0.018, 0.003, 0.021], [-0.015, -0.005, 0.010], [0.004, -0.012, -0.006], [0.018, 0.003, 0.027], [0.017, 0.023, 0.001], [-0.027, 0.012, -0.031], [-0.018, -0.009, 0.007], [0.012, -0.037, 0.006], [-0.015, -0.007, 0.000], [-0.026, 0.021, 0.002], [-0.030, 0.012, 0.006], [-0.068, -0.116, 0.325], [-0.155, 0.008, -0.144], [0.011, -0.099, 0.117], [-0.035, -0.011, -0.035], [0.019, -0.002, 0.016], [0.039, -0.164, -0.103], [0.020, 0.045, -0.025], [-0.002, -0.039, -0.006], [0.034, 0.024, -0.010], [0.003, -0.011, -0.010], [-0.006, 0.034, 0.015], [0.078, 0.067, -0.115], [-0.130, -0.036, 0.041], [0.469, 0.190, 0.150], [-0.032, 0.053, -0.035], [-0.131, 0.116, 0.025], [0.021, -0.016, 0.017], [0.039, 0.021, -0.060], [-0.049, 0.006, -0.022], [0.029, 0.010, 0.094], [0.008, -0.023, 0.000], [0.015, 0.014, 0.080], [-0.035, 0.000, 0.002], [0.070, -0.016, 0.098], [-0.021, -0.003, 0.007], [-0.015, -0.010, 0.034], [0.010, -0.009, 0.018]],
  "lumo_ev": [-10.898, -10.892],
  "spin_multiplicity": 1,
  "e_homo_ev": [-14.27, -14.27],
  "total_charge": 3
}


Energy above the lowest of the compared OMol25 structures with the same formula, charge and spin in eV, matching the order above: 0.356; 3.687; 3.585
E in eV, matching the order above: -78941.28204; -26681.97536; -141923.21324